[1]
A cluster of 4 separate species, C22H37F3N6O6PS2 in total at a distorted geometry. Source: OMol25; level of theory: wB97M-V/def2-TZVPD.

For the HOMO-LUMO gap, the calculation gives 7.3 eV. The net charge is +1.

Each atom is followed by the atoms it is bonded to, with distances in Å.
Geometry (Å):
1 N -5.28 1.16 -2.01  C2 1.484, H26 1.040, H27 1.039
2 C -4.67 1.12 -3.37  N1 1.484, O3 1.236, C4 1.592
3 O -5.31 1.06 -4.42  C2 1.236
4 C -3.08 1.09 -3.45  C2 1.592, C5 1.625, H28 1.145, H29 1.139
5 C -2.61 -0.43 -3.10  C4 1.625, C6 1.581, H30 1.145, H31 1.137
6 C -2.15 -0.60 -1.59  C5 1.581, N7 1.450, N18 1.421
7 N -1.20 0.29 -0.95  C6 1.450, C8 1.445
8 C -1.11 -0.26 0.38  N7 1.445, N9 1.349, N17 1.420
9 N -0.36 0.26 1.37  C8 1.349, N10 1.419, P13 1.763
10 N 0.42 1.40 1.06  N9 1.419, C11 1.321
11 C 1.70 1.09 1.14  N10 1.321, S12 1.653
12 S 3.20 0.77 1.76  C11 1.653
13 P -0.25 -0.35 3.02  N9 1.763, O14 1.684, O15 1.712, S16 1.936
14 O 1.01 -1.47 3.07  P13 1.684, H32 0.981
15 O 0.26 0.99 3.97  P13 1.712, H33 0.990
16 S -1.93 -0.96 3.78  P13 1.936
17 N -1.93 -1.41 0.48  C8 1.420, N18 1.363, H34 1.025
18 N -2.58 -1.62 -0.70  C6 1.421, N17 1.363, C19 1.488
19 C -3.54 -2.74 -0.84  N18 1.488, C20 1.597, H35 1.146, H36 1.151
20 C -3.30 -3.66 -2.12  C19 1.597, C21 1.610, H37 1.132, H38 1.150
21 C -4.69 -4.43 -2.38  C20 1.610, F22 1.420, C23 1.432
22 F -5.15 -4.77 -3.68  C21 1.420
23 C -5.57 -4.77 -1.29  C21 1.432, F24 1.406, F25 1.414
24 F -6.84 -4.20 -1.11  C23 1.406
25 F -5.08 -5.74 -0.39  C23 1.414
26 H -5.17 0.19 -1.66  N1 1.040
27 H -4.65 1.74 -1.41  N1 1.039
28 H -2.57 1.81 -2.73  C4 1.145
29 H -2.71 1.37 -4.49  C4 1.139
30 H -1.72 -0.64 -3.78  C5 1.145
31 H -3.50 -1.11 -3.30  C5 1.137
32 H 0.68 -2.38 3.20  O14 0.981
33 H -0.52 1.60 3.96  O15 0.990
34 H -2.11 -2.08 1.24  N17 1.025
35 H -3.62 -3.36 0.13  C19 1.146
36 H -4.58 -2.27 -0.97  C19 1.151
37 H -2.94 -3.11 -3.04  C20 1.132
38 H -2.51 -4.46 -1.87  C20 1.150
39 C 2.15 -3.82 -1.51  C40 1.514, C43 1.516, H44 1.091, H45 1.095
40 C 1.78 -5.07 -0.74  C39 1.514, C41 1.516, H46 1.094, H47 1.091
41 C 0.45 -4.68 -0.13  C40 1.516, O42 1.436, H48 1.096, H49 1.092
42 O -0.18 -3.76 -1.03  C41 1.436, C43 1.437
43 C 0.79 -3.34 -2.01  C39 1.516, O42 1.437, H50 1.095, H51 1.093
44 H 2.86 -3.99 -2.32  C39 1.091
45 H 2.57 -3.08 -0.83  C39 1.095
46 H 1.64 -5.90 -1.44  C40 1.094
47 H 2.52 -5.36 0.00  C40 1.091
48 H 0.58 -4.17 0.83  C41 1.096
49 H -0.21 -5.54 0.03  C41 1.092
50 H 0.53 -3.82 -2.96  C43 1.095
51 H 0.75 -2.26 -2.13  C43 1.093
52 C 8.51 2.65 0.99  C53 1.513, C56 1.516, H57 1.091, H58 1.095
53 C 8.62 1.15 1.14  C52 1.513, C54 1.516, H59 1.095, H60 1.091
54 C 7.75 0.89 2.36  C53 1.516, O55 1.435, H61 1.095, H62 1.093
55 O 6.72 1.89 2.35  C54 1.435, C56 1.435
56 C 7.07 2.90 1.39  C52 1.516, O55 1.435, H63 1.096, H64 1.092
57 H 8.74 3.01 -0.01  C52 1.091
58 H 9.18 3.14 1.70  C52 1.095
59 H 8.19 0.65 0.26  C53 1.095
60 H 9.64 0.79 1.27  C53 1.091
61 H 8.32 0.99 3.29  C54 1.095
62 H 7.29 -0.11 2.34  C54 1.093
63 H 6.39 2.79 0.54  C56 1.096
64 H 6.92 3.89 1.83  C56 1.092
65 C -1.71 6.36 1.05  C66 1.514, C69 1.516, H70 1.091, H71 1.095
66 C -2.10 4.94 0.72  C65 1.514, C67 1.516, H72 1.095, H73 1.092
67 C -1.57 4.19 1.93  C66 1.516, O68 1.432, H74 1.095, H75 1.094
68 O -1.64 5.09 3.04  C67 1.432, C69 1.435
69 C -1.91 6.41 2.55  C65 1.516, O68 1.435, H76 1.095, H77 1.092
70 H -2.30 7.11 0.52  C65 1.091
71 H -0.66 6.53 0.80  C65 1.095
72 H -3.19 4.85 0.67  C66 1.095
73 H -1.68 4.57 -0.22  C66 1.092
74 H -0.52 3.90 1.80  C67 1.095
75 H -2.15 3.29 2.15  C67 1.094
76 H -2.94 6.66 2.81  C69 1.095
77 H -1.24 7.12 3.04  C69 1.092

Per-atom Löwdin charges, elementary charge units: number 1, N, carries 0.100; number 2, C, carries -0.434; number 3, O, carries 0.086; number 4, C, carries -0.094; number 5, C, carries -0.083; number 6, C, carries -0.132; number 7, N, carries 0.193; number 8, C, carries -0.254; number 9, N, carries -0.197; number 10, N, carries 0.015; number 11, C, carries -0.560; number 12, S, carries 0.811; number 13, P, carries 0.312; number 14, O, carries -0.224; number 15, O, carries -0.211; number 16, S, carries 0.353; number 17, N, carries 0.132; number 18, N, carries -0.044; number 19, C, carries -0.092; number 20, C, carries -0.068; number 21, C, carries -0.110; number 22, F, carries 0.021; number 23, C, carries -0.150; number 24, F, carries 0.076; number 25, F, carries 0.063; number 26, H, carries 0.073; number 27, H, carries 0.085; number 28, H, carries 0.115; number 29, H, carries 0.130; number 30, H, carries 0.142; number 31, H, carries 0.114; number 32, H, carries 0.080; number 33, H, carries 0.081; number 34, H, carries 0.116; number 35, H, carries 0.156; number 36, H, carries 0.140; number 37, H, carries 0.118; number 38, H, carries 0.125; number 39, C, carries -0.165; number 40, C, carries -0.163; number 41, C, carries -0.198; number 42, O, carries -0.189; number 43, C, carries -0.200; number 44, H, carries 0.123; number 45, H, carries 0.117; number 46, H, carries 0.123; number 47, H, carries 0.122; number 48, H, carries 0.106; number 49, H, carries 0.122; number 50, H, carries 0.123; number 51, H, carries 0.111; number 52, C, carries -0.176; number 53, C, carries -0.178; number 54, C, carries -0.206; number 55, O, carries -0.169; number 56, C, carries -0.208; number 57, H, carries 0.116; number 58, H, carries 0.119; number 59, H, carries 0.115; number 60, H, carries 0.117; number 61, H, carries 0.120; number 62, H, carries 0.114; number 63, H, carries 0.113; number 64, H, carries 0.119; number 65, C, carries -0.173; number 66, C, carries -0.182; number 67, C, carries -0.230; number 68, O, carries -0.140; number 69, C, carries -0.197; number 70, H, carries 0.118; number 71, H, carries 0.118; number 72, H, carries 0.115; number 73, H, carries 0.110; number 74, H, carries 0.099; number 75, H, carries 0.107; number 76, H, carries 0.121; number 77, H, carries 0.121



[2]
A cluster of 4 separate species, C24H60N4O8 in total at a distorted geometry. Source: OMol25; level of theory: wB97M-V/def2-TZVPD.

For the HOMO-LUMO gap, the calculation gives 9.0 eV. The net charge is 0. As for the SMILES: COCCNCCOC.COCCNCCOC.COCCNCCOC.COCCNCCOC. The energy above the lowest of the compared OMol25 structures with the same formula, charge and spin comes out at 183.7 kcal/mol.

Each atom is followed by the atoms it is bonded to, with distances in Å.
Geometry (Å):
1 C -23.81 -24.55 18.64  O2 1.373, H10 1.090, H11 1.090, H12 1.090
2 O -23.88 -25.88 18.29  C1 1.373, C3 1.489
3 C -24.95 -26.75 18.86  O2 1.489, C4 1.618, H13 1.090, H14 1.090
4 C -25.01 -28.24 18.25  C3 1.618, N5 1.448, H15 1.090, H16 1.090
5 N -25.92 -28.11 17.12  C4 1.448, C6 1.450, H17 1.010
6 C -26.03 -29.21 16.17  N5 1.450, C7 1.525, H18 1.090, H19 1.090
7 C -26.89 -28.94 14.95  C6 1.525, O8 1.403, H20 1.090, H21 1.090
8 O -26.09 -28.24 14.03  C7 1.403, C9 1.449
9 C -26.91 -28.09 12.85  O8 1.449, H22 1.090, H23 1.090, H24 1.090
10 H -24.55 -24.22 19.37  C1 1.090
11 H -24.01 -23.93 17.77  C1 1.090
12 H -22.83 -24.32 19.06  C1 1.090
13 H -25.89 -26.19 18.83  C3 1.090
14 H -24.81 -26.76 19.94  C3 1.090
15 H -25.60 -28.90 18.89  C4 1.090
16 H -24.05 -28.59 17.86  C4 1.090
17 H -25.64 -27.28 16.62  N5 1.010
18 H -26.47 -30.09 16.63  C6 1.090
19 H -24.99 -29.40 15.88  C6 1.090
20 H -27.72 -28.31 15.29  C7 1.090
21 H -27.39 -29.87 14.67  C7 1.090
22 H -27.19 -29.12 12.65  C9 1.090
23 H -26.28 -27.86 11.99  C9 1.090
24 H -27.74 -27.38 12.90  C9 1.090
25 C -22.28 -11.82 16.02  O26 1.338, H34 1.090, H35 1.090, H36 1.090
26 O -21.87 -12.73 15.13  C25 1.338, C27 1.442
27 C -22.07 -14.10 15.52  O26 1.442, C28 1.576, H37 1.090, H38 1.090
28 C -20.71 -14.46 16.24  C27 1.576, N29 1.504, H39 1.090, H40 1.090
29 N -20.57 -13.86 17.61  C28 1.504, C30 1.479, H41 1.010
30 C -19.48 -14.46 18.42  N29 1.479, C31 1.506, H42 1.090, H43 1.090
31 C -19.52 -13.94 19.83  C30 1.506, O32 1.442, H44 1.090, H45 1.090
32 O -19.27 -12.52 19.85  C31 1.442, C33 1.454
33 C -19.77 -11.81 21.01  O32 1.454, H46 1.090, H47 1.090, H48 1.090
34 H -21.49 -11.08 16.16  C25 1.090
35 H -22.33 -12.19 17.05  C25 1.090
36 H -23.17 -11.26 15.76  C25 1.090
37 H -22.02 -14.65 14.58  C27 1.090
38 H -22.98 -14.09 16.12  C27 1.090
39 H -19.95 -13.95 15.64  C28 1.090
40 H -20.33 -15.48 16.19  C28 1.090
41 H -20.23 -12.92 17.45  N29 1.010
42 H -18.46 -14.42 18.03  C30 1.090
43 H -19.66 -15.52 18.62  C30 1.090
44 H -18.86 -14.42 20.55  C31 1.090
45 H -20.51 -14.07 20.28  C31 1.090
46 H -19.73 -10.74 20.81  C33 1.090
47 H -19.17 -12.11 21.87  C33 1.090
48 H -20.79 -12.10 21.27  C33 1.090
49 C -21.57 -21.38 19.06  O50 1.386, H58 1.090, H59 1.090, H60 1.090
50 O -21.84 -20.17 19.68  C49 1.386, C51 1.432
51 C -23.00 -20.27 20.52  O50 1.432, C52 1.492, H61 1.090, H62 1.090
52 C -22.73 -19.30 21.62  C51 1.492, N53 1.498, H63 1.090, H64 1.090
53 N -22.66 -17.87 21.18  C52 1.498, C54 1.457, H65 1.010
54 C -23.83 -17.02 21.28  N53 1.457, C55 1.563, H66 1.090, H67 1.090
55 C -23.24 -15.60 20.98  C54 1.563, O56 1.397, H68 1.090, H69 1.090
56 O -24.22 -14.61 21.03  C55 1.397, C57 1.450
57 C -23.77 -13.44 20.31  O56 1.450, H70 1.090, H71 1.090, H72 1.090
58 H -22.44 -21.70 18.49  C49 1.090
59 H -21.29 -22.08 19.84  C49 1.090
60 H -20.74 -21.35 18.35  C49 1.090
61 H -23.09 -21.28 20.93  C51 1.090
62 H -23.93 -20.07 20.00  C51 1.090
63 H -21.80 -19.66 22.07  C52 1.090
64 H -23.47 -19.38 22.42  C52 1.090
65 H -22.18 -17.76 20.29  N53 1.010
66 H -24.40 -17.22 22.19  C54 1.090
67 H -24.47 -17.40 20.48  C54 1.090
68 H -22.72 -15.65 20.03  C55 1.090
69 H -22.46 -15.28 21.68  C55 1.090
70 H -24.51 -12.69 20.03  C57 1.090
71 H -23.26 -13.56 19.36  C57 1.090
72 H -22.99 -12.99 20.93  C57 1.090
73 C -20.78 -18.49 16.69  O74 1.453, H82 1.090, H83 1.090, H84 1.090
74 O -19.61 -18.95 17.40  C73 1.453, C75 1.495
75 C -18.36 -18.13 17.39  O74 1.495, C76 1.472, H85 1.090, H86 1.090
76 C -17.56 -18.44 18.59  C75 1.472, N77 1.451, H87 1.090, H88 1.090
77 N -18.09 -17.71 19.73  C76 1.451, C78 1.491, H89 1.010
78 C -19.12 -18.56 20.39  N77 1.491, C79 1.537, H90 1.090, H91 1.090
79 C -18.31 -19.38 21.41  C78 1.537, O80 1.436, H92 1.090, H93 1.090
80 O -17.79 -18.50 22.42  C79 1.436, C81 1.437
81 C -17.01 -19.20 23.40  O80 1.437, H94 1.090, H95 1.090, H96 1.090
82 H -21.08 -17.50 17.03  C73 1.090
83 H -21.58 -19.23 16.63  C73 1.090
84 H -20.54 -18.39 15.63  C73 1.090
85 H -18.51 -17.05 17.49  C75 1.090
86 H -17.72 -18.31 16.53  C75 1.090
87 H -16.55 -18.12 18.32  C76 1.090
88 H -17.46 -19.52 18.65  C76 1.090
89 H -17.41 -17.45 20.43  N77 1.010
90 H -19.63 -19.19 19.65  C78 1.090
91 H -19.89 -18.02 20.94  C78 1.090
92 H -17.51 -19.94 20.92  C79 1.090
93 H -18.94 -20.20 21.74  C79 1.090
94 H -17.56 -19.98 23.93  C81 1.090
95 H -16.64 -18.44 24.08  C81 1.090
96 H -16.16 -19.64 22.87  C81 1.090

Per-atom Löwdin charges, elementary charge units: number 1, C, carries -0.166; number 2, O, carries -0.204; number 3, C, carries -0.129; number 4, C, carries -0.160; number 5, N, carries -0.119; number 6, C, carries -0.211; number 7, C, carries -0.265; number 8, O, carries -0.170; number 9, C, carries -0.090; number 10, H, carries 0.083; number 11, H, carries 0.083; number 12, H, carries 0.078; number 13, H, carries 0.109; number 14, H, carries 0.101; number 15, H, carries 0.115; number 16, H, carries 0.113; number 17, H, carries 0.106; number 18, H, carries 0.116; number 19, H, carries 0.117; number 20, H, carries 0.123; number 21, H, carries 0.117; number 22, H, carries 0.080; number 23, H, carries 0.083; number 24, H, carries 0.090; number 25, C, carries -0.193; number 26, O, carries -0.197; number 27, C, carries -0.138; number 28, C, carries -0.163; number 29, N, carries -0.033; number 30, C, carries -0.216; number 31, C, carries -0.217; number 32, O, carries -0.206; number 33, C, carries -0.079; number 34, H, carries 0.090; number 35, H, carries 0.070; number 36, H, carries 0.089; number 37, H, carries 0.118; number 38, H, carries 0.120; number 39, H, carries 0.114; number 40, H, carries 0.087; number 41, H, carries 0.090; number 42, H, carries 0.123; number 43, H, carries 0.091; number 44, H, carries 0.122; number 45, H, carries 0.094; number 46, H, carries 0.086; number 47, H, carries 0.082; number 48, H, carries 0.061; number 49, C, carries -0.130; number 50, O, carries -0.213; number 51, C, carries -0.218; number 52, C, carries -0.180; number 53, N, carries -0.081; number 54, C, carries -0.169; number 55, C, carries -0.237; number 56, O, carries -0.173; number 57, C, carries -0.090; number 58, H, carries 0.082; number 59, H, carries 0.090; number 60, H, carries 0.088; number 61, H, carries 0.117; number 62, H, carries 0.125; number 63, H, carries 0.108; number 64, H, carries 0.118; number 65, H, carries 0.089; number 66, H, carries 0.117; number 67, H, carries 0.109; number 68, H, carries 0.108; number 69, H, carries 0.120; number 70, H, carries 0.085; number 71, H, carries 0.065; number 72, H, carries 0.066; number 73, C, carries -0.081; number 74, O, carries -0.216; number 75, C, carries -0.185; number 76, C, carries -0.254; number 77, N, carries -0.030; number 78, C, carries -0.159; number 79, C, carries -0.230; number 80, O, carries -0.193; number 81, C, carries -0.092; number 82, H, carries 0.068; number 83, H, carries 0.080; number 84, H, carries 0.076; number 85, H, carries 0.096; number 86, H, carries 0.118; number 87, H, carries 0.125; number 88, H, carries 0.120; number 89, H, carries 0.098; number 90, H, carries 0.090; number 91, H, carries 0.106; number 92, H, carries 0.110; number 93, H, carries 0.113; number 94, H, carries 0.084; number 95, H, carries 0.087; number 96, H, carries 0.082



[3]
A cluster of 2 separate species, C3H3F in total at a distorted geometry. Source: OMol25; level of theory: wB97M-V/def2-TZVPD.

For the HOMO-LUMO gap (spin up / spin down), the calculation gives 8.6 / 9.6 eV. The net charge is 0. The energy above the lowest of the compared OMol25 structures with the same formula, charge and spin comes out at 93.4 kcal/mol.

Each atom is followed by the atoms it is bonded to, with distances in Å.
Geometry (Å):
1 C -0.11 0.64 -0.73  C2 1.328, C3 1.450, H5 1.062
2 C -0.02 0.84 0.58  C1 1.328, C3 1.450, H6 1.062
3 C 0.89 -0.12 0.00  C1 1.450, C2 1.450, F4 1.334
4 F 2.22 -0.06 -0.10  C3 1.334
5 H -0.56 0.87 -1.66  C1 1.062
6 H -0.35 1.35 1.45  C2 1.062
7 H 0.45 -2.24 0.14  no bonds

Per-atom natural (NBO) charges, elementary charge units: number 1, C, carries -0.180; number 2, C, carries -0.189; number 3, C, carries 0.374; number 4, F, carries -0.335; number 5, H, carries 0.236; number 6, H, carries 0.236; number 7, H, carries -0.141